Entry 1:
Computed, not measured: a structure of composition C2H7N2OPS at a distorted geometry, with ωB97M-V with the def2-TZVPD basis set.

```
! wB97M-V def2-TZVPD RIJCOSX def2/J DEFGRID3
* xyz 0 1
C -1.4155 0.5594 0.1421
C -0.6985 1.3824 -0.9338
N -0.4541 -0.1011 0.9946
N 2.0295 -1.0166 0.8190
O -0.0707 -2.9898 -0.5216
P 0.5738 -0.9685 0.0058
S 0.6848 0.3823 -1.6003
H -2.0815 1.1917 0.7292
H -1.9924 -0.2333 -0.3392
H -1.3631 1.6343 -1.7580
H -0.2701 2.2986 -0.5237
H 0.0329 0.4956 1.6553
H 2.7958 -0.6552 0.2606
H 2.2291 -1.9797 1.0699
*
```

Output
* E_LUMO (spin up / spin down): 0.2 / 0.2 eV
* ΔE to the lowest compared entry with this formula, charge and spin: 460.7 kJ/mol
* E: -1004.6123 a.u.
* maximum force: 0.118 hartree/bohr

Entry 2:
Computed, not measured: a cluster of 3 separate species, C2H7N2OS in total at a distorted geometry, with ωB97M-V with the def2-TZVPD basis set.

```
! wB97M-V def2-TZVPD RIJCOSX def2/J DEFGRID3
* xyz 1 1
C 1.6523 -1.4192 -0.2811
C 2.5526 -2.3141 -0.4439
N -1.1659 2.3510 1.2150
N -1.6734 0.3519 -0.5433
O 0.7305 -0.6975 -0.2408
S 0.2730 2.8479 1.5249
H 2.3477 -3.4889 -0.4846
H 3.6083 -2.1081 -0.5056
H -1.7399 2.9363 1.7636
H -1.4951 1.2499 0.0828
H -2.5348 -0.1148 -0.0393
H -0.7070 -0.0144 -0.5266
H -1.8484 0.4199 -1.5210
*
```

Output
* E_LUMO: -5.7 eV
* ΔE to the lowest compared entry with this formula, charge and spin: 282.3 kJ/mol
* E: -662.9821 a.u.
* maximum force: 0.069 hartree/bohr

Entry 3:
Computed, not measured: a cluster of 2 separate species, C2H7N2P in total at a distorted geometry, with ωB97M-V with the def2-TZVPD basis set.

```
! wB97M-V def2-TZVPD RIJCOSX def2/J DEFGRID3
* xyz 0 1
C 0.5500 -0.8013 -0.6860
N 1.3453 -0.1726 0.3647
C 0.5066 0.8602 0.9645
H -0.5029 -1.0282 -0.3183
H 0.3639 -0.2041 -1.4851
H 1.0380 -1.7635 -0.9192
H 2.2241 0.1653 0.0103
H 1.1217 1.4662 1.5798
H -0.1127 1.2530 0.2016
H -0.1225 0.4386 1.6975
N -3.2485 -0.3036 -1.3932
P -3.1630 0.0899 -0.0166
*
```

Output
* E_LUMO: -0.1 eV
* ΔE to the lowest compared entry with this formula, charge and spin: 184.6 kJ/mol
* E: -531.1816 a.u.
* structure (SMILES): CNC.N#P
* maximum force: 0.081 hartree/bohr

Entry 4:
Computed, not measured: a cluster of 2 separate species, C2H7N2S in total at a distorted geometry, with ωB97M-V with the def2-TZVPD basis set.

```
! wB97M-V def2-TZVPD RIJCOSX def2/J DEFGRID3
* xyz -1 1
C -1.0832 0.5623 -0.5738
C -0.8541 -0.1695 0.5573
N -0.3051 0.5085 1.7078
N -0.3390 0.3554 -1.7372
H -1.7637 1.4195 -0.5599
H -0.7021 -1.2450 0.4835
H 0.7048 0.3796 1.5533
H -0.5604 0.0114 2.5533
H 0.5764 -0.0153 -1.4265
H -0.2722 1.1660 -2.3256
S 2.1771 -0.8483 0.0535
H 2.4216 -2.1245 -0.2856
*
```

Output
* E_LUMO: 4.4 eV
* ΔE to the lowest compared entry with this formula, charge and spin: 194.2 kJ/mol
* E: -588.0618 a.u.
* maximum force: 0.026 hartree/bohr

Entry 5:
Computed, not measured: a cluster of 2 separate species, C2H7N2S in total at a distorted geometry, with ωB97M-V with the def2-TZVPD basis set.

```
! wB97M-V def2-TZVPD RIJCOSX def2/J DEFGRID3
* xyz -1 1
C 2.7328 1.5008 -1.2190
S 1.7408 0.7605 0.1542
H 3.0460 0.7154 -1.8967
H 3.6188 1.9322 -0.7467
H 2.2115 2.3202 -1.7051
N -1.5596 -0.0250 0.9274
C -1.9189 -1.3333 0.9714
N -2.9281 -1.8115 0.3475
H -2.1005 0.5325 0.2813
H -0.5673 0.1768 0.7900
H -1.3091 -1.9529 1.6268
H -2.9664 -2.8157 0.4691
*
```

Output
* E_LUMO: 4.1 eV
* ΔE to the lowest compared entry with this formula, charge and spin: 26.1 kJ/mol
* E: -588.1258 a.u.
* maximum force: 0.024 hartree/bohr

Entry 6:
Computed, not measured: a cluster of 2 separate species, C2H7N2S in total at a distorted geometry, with ωB97M-V with the def2-TZVPD basis set.

```
! wB97M-V def2-TZVPD RIJCOSX def2/J DEFGRID3
* xyz -1 1
S -0.7097 -2.1373 -1.8512
H -0.8888 -2.2998 -3.1642
C -0.3508 -0.7463 1.1004
N 0.2458 0.0807 0.0574
C 0.5437 1.3704 0.2625
N 0.7627 2.2360 -0.6607
H -1.2949 -1.1455 0.7525
H 0.3265 -1.5842 1.2940
H -0.3797 -0.1675 2.0271
H 0.1303 -0.3535 -0.8898
H 0.6483 1.6065 1.3325
H 0.9666 3.1406 -0.2604
*
```

Output
* E_LUMO: 3.9 eV
* ΔE to the lowest compared entry with this formula, charge and spin: 19.9 kJ/mol
* E: -588.1282 a.u.
* maximum force: 0.028 hartree/bohr

Entry 7:
Computed, not measured: a cluster of 2 separate species, C2H7N2S in total at a distorted geometry, with ωB97M-V with the def2-TZVPD basis set.

```
! wB97M-V def2-TZVPD RIJCOSX def2/J DEFGRID3
* xyz -1 1
C 2.7010 -0.4798 0.4554
S 2.5713 1.0456 -0.6649
H 3.0594 -0.0410 1.3395
H 1.7415 -1.0451 0.5514
H 3.4746 -1.3127 0.1040
N -3.0116 0.4614 -0.2575
C -1.7087 0.0240 0.0799
N -0.7752 0.3684 -0.6923
H -2.7633 1.1133 -0.9506
H -3.5803 -0.3559 -0.6483
H -1.9148 -0.1177 1.2272
H 0.2060 0.3396 -0.5438
*
```

Output
* E_LUMO: 4.0 eV
* ΔE to the lowest compared entry with this formula, charge and spin: 194.8 kJ/mol
* E: -588.0616 a.u.
* maximum force: 0.057 hartree/bohr

Entry 8:
Computed, not measured: the ion C2H7N2S with charge +1 at a distorted geometry, with ωB97M-V with the def2-TZVPD basis set.

```
! wB97M-V def2-TZVPD RIJCOSX def2/J DEFGRID3
* xyz 1 1
C -1.0285 1.0203 2.1890
S -0.4110 -0.7486 1.3479
N 0.0876 -0.1696 -0.2103
C 0.8926 -0.8107 -0.9903
N 0.9800 -0.6638 -2.2809
H -2.0979 0.9724 1.8432
H -0.4595 1.8631 1.6565
H -0.9961 0.8499 3.2881
H -0.6037 0.5845 -0.5764
H 1.5585 -1.6579 -0.6353
H 1.6253 -1.3493 -2.8341
H 0.4527 0.1100 -2.7973
*
```

Output
* E_LUMO: -3.7 eV
* ΔE to the lowest compared entry with this formula, charge and spin: 170.0 kJ/mol
* E: -587.8053 a.u.
* structure (SMILES): CS/[NH+]=C/N
* maximum force: 0.064 hartree/bohr